{"formula": "C3H4S2", "method": "the ωB97M-V functional and the def2-TZVPD basis", "lumo_energy_ev": -0.73, "de_lowest_kcal_mol": 33.4, "max_force_ev_per_a": 3.2, "gap_ha": 0.3009, "molar_mass_da": 104.20, "smiles": "S=C[C@H]1CS1", "elements": ["S", "C", "C", "C", "S", "H", "H", "H", "H"], "positions_angstrom": [[-2.10271, 1.08407, 1.54431], [-0.60429, 0.73120, 0.87690], [-0.44086, -0.29812, -0.08348], [0.92081, -0.38023, -0.96640], [0.86919, -1.47402, 0.42302], [0.29988, 1.38984, 1.02002], [-1.34755, -0.89904, -0.12485], [0.98107, -0.71516, -2.01933], [1.42448, 0.56148, -0.67018]], "forces_ev_per_angstrom": [[2.2, -0.4, -0.6], [-1.2, 2.8, 1.0], [1.2, -2.3, -0.9], [-1.9, 1.4, 1.4], [0.7, -0.4, 0.2], [-1.0, -0.7, 0.3], [0.1, 0.2, -1.3], [-0.4, 0.2, 0.9], [0.2, -0.7, -0.9]], "lowdin_charge": [0.6362, -0.7136, -0.6402, -0.4046, 0.8202, 0.0814, 0.0760, 0.0821, 0.0625]}

***

{"formula": "C3H4S2", "method": "the ωB97M-V functional and the def2-TZVPD basis", "lumo_energy_ev": -0.36, "de_lowest_kcal_mol": 58.3, "max_force_ev_per_a": 3.9, "gap_ha": 0.3085, "molar_mass_da": 104.20, "smiles": "C=C=S.C=S", "elements": ["C", "C", "S", "H", "H", "C", "S", "H", "H"], "positions_angstrom": [[-1.57625, 0.32915, -0.28282], [-1.17104, -0.62566, -1.09078], [-0.86002, -1.69106, -2.16375], [-1.46163, 1.29103, -0.53987], [-1.74069, 0.14141, 0.68756], [1.79888, -1.06446, 0.24385], [1.78615, -2.64508, 0.47086], [2.35824, -0.72709, -0.58673], [1.41970, -0.43176, 0.91469]], "forces_ev_per_angstrom": [[1.1, -2.9, -2.2], [-0.8, 0.7, 0.0], [0.2, -0.3, -0.1], [0.2, 3.4, -1.2], [-0.8, -0.9, 3.4], [1.7, -3.1, -1.7], [-0.3, -0.4, 0.2], [0.3, 0.9, -0.9], [-1.6, 2.6, 2.4]], "lowdin_charge": [-0.0442, -0.7615, 0.7739, 0.0251, 0.0248, -0.5773, 0.6165, -0.0076, -0.0497]}

***

{"formula": "C3H4S2", "method": "the ωB97M-V functional and the def2-TZVPD basis", "lumo_energy_ev": [-3.80, -3.80], "de_lowest_kcal_mol": 89.8, "max_force_ev_per_a": 3.6, "gap_ha": [0.1507, 0.1513], "molar_mass_da": 104.20, "elements": ["C", "C", "C", "S", "S", "H", "H", "H", "H"], "positions_angstrom": [[-1.27266, 0.58896, 0.02240], [1.10398, -0.28802, -0.01265], [-0.40954, -0.44479, 0.04160], [-2.95656, 0.41197, -0.01652], [2.19978, 1.24238, -0.00508], [-0.88728, 1.60537, 0.02038], [1.53202, -0.86131, 0.81578], [1.42901, -0.78313, -0.93590], [-0.73876, -1.47144, 0.06998]], "forces_ev_per_angstrom": [[-2.8, 1.5, -0.1], [-0.3, 1.7, 0.2], [3.6, -0.5, -0.1], [1.4, 0.0, 0.1], [-2.0, -1.7, 0.0], [0.2, -0.1, 0.0], [0.0, -0.4, 0.0], [0.1, -0.4, -0.1], [-0.2, -0.1, 0.0]], "lowdin_charge": [-0.6438, -0.6425, -0.1852, 0.6921, 0.4787, 0.0480, 0.0710, 0.0781, 0.1037]}

***

Number 1: energy -913.007235 a.u.. Number 2: energy -912.967558 a.u.. Number 3: energy -912.917363 a.u..